{
  "formula": "C34H82CuN5O10",
  "method": "ωB97M-V with the def2-TZVPD basis set",
  "relative_energy_kcal_mol": 454.1,
  "total_charge": 0,
  "e_lumo_ev": -0.15,
  "e_tot_ev": -109122.6179,
  "homo_lumo_gap_ev": 5.6,
  "homo_energy_ev": -5.7,
  "symbols": ["Cu", "C", "O", "H", "H", "H", "C", "C", "C", "C", "C", "C", "N", "O", "C", "C", "C", "H", "H", "H", "H", "H", "H", "H", "H", "H", "H", "H", "H", "H", "H", "H", "H", "H", "H", "H", "C", "O", "C", "C", "N", "C", "C", "O", "C", "H", "H", "H", "H", "H", "H", "H", "H", "H", "H", "H", "H", "H", "H", "H", "C", "O", "C", "C", "N", "C", "C", "O", "C", "H", "H", "H", "H", "H", "H", "H", "H", "H", "H", "H", "H", "H", "H", "H", "C", "O", "C", "C", "N", "C", "C", "O", "C", "H", "H", "H", "H", "H", "H", "H", "H", "H", "H", "H", "H", "H", "H", "H", "C", "O", "C", "C", "N", "C", "C", "O", "C", "H", "H", "H", "H", "H", "H", "H", "H", "H", "H", "H", "H", "H", "H", "H"],
  "xyz": [[-3.435, -0.608, -0.426], [-0.429, 0.684, 0.960], [-1.665, 0.476, 0.371], [0.185, -0.236, 0.941], [0.167, 1.427, 0.407], [-0.464, 0.967, 2.023], [0.095, -5.840, -2.834], [1.312, -4.901, -2.749], [0.954, -3.437, -3.004], [0.100, -2.881, -1.840], [0.994, -2.888, -0.614], [1.542, -4.297, -0.292], [2.120, -4.871, -1.511], [2.641, -6.156, -1.234], [2.660, -4.049, 0.738], [0.468, -5.157, 0.385], [2.274, -5.253, -3.893], [-0.262, -5.856, -3.865], [-0.776, -5.569, -2.242], [0.428, -6.843, -2.566], [1.762, -2.718, -3.157], [0.365, -3.336, -3.924], [-0.765, -3.540, -1.736], [-0.243, -1.882, -2.117], [0.398, -2.453, 0.195], [1.837, -2.213, -0.779], [3.448, -3.356, 0.449], [2.174, -3.670, 1.643], [3.110, -4.983, 1.087], [0.875, -6.162, 0.515], [0.106, -4.712, 1.308], [-0.374, -5.317, -0.288], [1.820, -5.284, -4.890], [2.632, -6.286, -3.816], [3.082, -4.536, -4.033], [3.528, -6.163, -1.609], [-2.006, -3.036, 2.527], [-3.276, -2.424, 2.415], [-3.416, -1.380, 3.365], [-4.523, -0.448, 2.898], [-4.159, 0.206, 1.667], [-5.083, 1.285, 1.338], [-4.615, 2.083, 0.147], [-4.735, 1.115, -0.920], [-4.680, 1.674, -2.228], [-1.926, -3.972, 1.977], [-1.778, -3.240, 3.579], [-1.261, -2.346, 2.109], [-2.503, -0.779, 3.431], [-3.681, -1.806, 4.336], [-4.816, 0.187, 3.746], [-5.428, -1.040, 2.713], [-3.171, 0.498, 1.613], [-5.234, 2.006, 2.154], [-6.021, 0.830, 1.013], [-3.573, 2.402, 0.227], [-5.294, 2.911, -0.057], [-4.601, 0.809, -2.891], [-3.787, 2.272, -2.424], [-5.584, 2.259, -2.408], [0.544, -0.254, -3.723], [0.072, 1.044, -3.495], [-0.993, 1.094, -2.588], [-1.196, 2.526, -2.103], [-1.827, 3.355, -3.143], [-2.015, 4.746, -2.733], [-2.937, 4.875, -1.507], [-4.287, 4.631, -1.758], [-5.071, 5.529, -2.513], [1.196, -0.345, -4.593], [-0.312, -0.901, -3.965], [1.092, -0.688, -2.878], [-0.809, 0.552, -1.649], [-1.963, 0.725, -2.947], [-0.227, 2.857, -1.715], [-1.913, 2.415, -1.283], [-1.111, 3.335, -3.868], [-2.493, 5.350, -3.509], [-1.054, 5.223, -2.505], [-2.848, 5.882, -1.074], [-2.603, 4.159, -0.757], [-5.166, 5.242, -3.562], [-4.662, 6.543, -2.478], [-6.062, 5.515, -2.065], [1.194, 2.313, 5.921], [1.701, 1.071, 5.516], [3.105, 0.992, 5.282], [3.462, 0.554, 3.870], [3.245, -0.846, 3.602], [1.833, -1.199, 3.513], [1.638, -2.469, 2.699], [2.487, -2.503, 1.565], [1.927, -1.772, 0.480], [1.590, 3.106, 5.278], [1.337, 2.557, 6.977], [0.117, 2.306, 5.745], [3.533, 0.278, 5.988], [3.537, 1.973, 5.494], [4.527, 0.768, 3.740], [2.974, 1.257, 3.177], [3.713, -1.189, 2.775], [1.258, -0.391, 3.032], [1.403, -1.321, 4.509], [0.582, -2.675, 2.490], [1.873, -3.350, 3.307], [2.582, -1.835, -0.380], [1.786, -0.742, 0.831], [0.878, -2.043, 0.310], [0.494, 5.611, 0.303], [0.909, 4.313, -0.103], [0.955, 3.463, 1.029], [1.661, 2.171, 0.684], [3.089, 2.418, 0.608], [3.843, 1.227, 0.181], [3.664, 0.888, -1.286], [4.191, 1.939, -2.049], [3.708, 1.938, -3.381], [1.384, 6.179, 0.607], [-0.208, 5.591, 1.137], [0.144, 6.146, -0.580], [-0.060, 3.210, 1.372], [1.448, 3.934, 1.887], [1.164, 1.728, -0.191], [1.384, 1.472, 1.481], [3.306, 3.104, -0.112], [3.473, 0.424, 0.823], [4.896, 1.316, 0.465], [2.576, 0.772, -1.403], [4.093, -0.095, -1.520], [4.145, 2.804, -3.872], [2.615, 1.988, -3.366], [3.974, 1.044, -3.955]],
  "atomic_forces_ev_per_a": [[0.78, 0.97, 1.07], [-1.33, -1.06, -0.99], [-1.36, -0.36, 0.10], [-0.23, 0.29, 0.13], [-2.97, -1.43, 0.80], [-0.23, 0.21, 0.25], [0.24, 0.00, -0.08], [0.88, 1.07, -0.91], [-2.00, 0.86, 0.22], [-0.04, -1.64, -1.55], [-7.82, -8.45, -10.66], [0.58, 0.37, 1.48], [-0.12, 0.42, -0.77], [-0.41, -0.38, 0.15], [0.31, -9.74, -2.44], [-0.08, -0.56, -1.07], [0.02, -0.95, -0.81], [0.15, -0.07, -0.07], [0.22, 0.07, 0.23], [-0.15, -0.06, 0.04], [0.70, -0.64, 0.14], [0.03, -0.36, -0.06], [-0.33, 0.15, 0.13], [-0.10, -0.19, 0.57], [-11.43, -10.52, -3.91], [-4.40, -3.60, -5.45], [0.59, -1.20, -1.11], [-0.55, -6.86, -1.57], [0.45, -0.70, -1.11], [0.08, 0.15, 0.50], [0.16, -0.15, 0.11], [-0.17, 0.26, 0.13], [-0.62, 0.28, 0.29], [0.38, 0.21, 0.33], [0.22, -0.12, 0.58], [-0.01, 0.28, 0.12], [0.13, 0.45, 0.05], [0.17, -0.34, -0.05], [-0.60, 0.24, -0.59], [-0.27, -1.20, 0.18], [-0.10, 0.51, -0.23], [0.41, 0.51, -0.05], [-0.33, -1.20, -0.45], [0.56, 0.19, -0.22], [0.28, -0.51, -0.31], [-0.52, 0.04, -0.11], [0.16, -0.01, 0.00], [0.03, -0.02, 0.16], [0.23, -0.19, 0.14], [0.18, 0.05, 0.17], [0.36, 0.52, -0.19], [0.06, -0.12, -0.03], [-0.03, 0.13, 0.11], [-0.16, -0.31, 0.23], [-0.26, 0.15, 0.44], [-0.06, 0.09, 0.04], [0.15, 0.12, 0.01], [-0.39, 0.16, -0.15], [-0.19, 0.13, 0.26], [0.07, -0.01, -0.16], [-0.45, -0.70, -0.45], [0.49, 0.19, -0.62], [-0.34, 0.68, 1.52], [-0.77, -0.86, -0.13], [0.94, -0.01, -0.12], [-0.29, 0.23, 0.54], [0.74, 0.66, -0.37], [-0.75, -0.90, 0.12], [0.44, 0.13, 0.16], [0.08, 0.70, -0.02], [0.10, -0.14, 0.20], [-0.13, 0.34, 0.12], [0.30, -0.29, -0.28], [0.17, -0.22, -0.66], [-0.16, 0.51, -0.04], [0.40, 0.01, 0.17], [-0.50, 0.23, -0.39], [0.17, -0.28, -0.36], [-0.01, 0.10, 0.18], [0.26, 0.02, -0.08], [-0.27, 0.13, 0.13], [0.16, -0.15, -0.06], [-0.04, 0.10, 0.08], [-0.07, 0.14, -0.03], [-0.30, 0.30, -0.61], [-0.14, -0.55, -0.07], [-0.06, 0.05, 0.37], [0.48, 0.67, -0.06], [-0.63, -0.33, 0.45], [-0.25, 0.22, -0.35], [-0.29, 0.98, 1.89], [-0.18, 15.51, 5.73], [8.52, 11.02, 11.37], [0.14, 0.17, 0.22], [0.36, -0.12, 0.06], [-0.02, -0.17, 0.03], [0.00, -0.05, 0.09], [0.19, 0.04, -0.15], [0.06, -0.13, 0.11], [-0.30, -0.21, -0.16], [0.12, 0.30, -0.11], [0.04, 0.02, 0.07], [-0.01, -0.05, 0.01], [0.12, 0.58, -0.46], [0.64, -0.04, -0.07], [4.03, 2.47, 3.15], [1.37, 1.02, -0.11], [9.82, 9.58, 5.34], [1.20, 0.26, -0.60], [-0.33, 0.31, 0.56], [-0.39, -0.54, 0.15], [1.61, 1.48, 0.16], [0.78, -0.47, -0.61], [-0.03, -0.12, 1.01], [-0.46, -0.28, 0.96], [0.02, -0.28, -0.39], [-0.21, 0.07, 0.17], [-0.09, -0.06, 0.34], [-0.30, -0.01, -0.21], [-0.50, -0.17, 0.12], [-0.06, 0.25, -0.21], [0.27, 0.10, -0.19], [1.79, 0.75, -0.77], [1.18, 0.16, 0.17], [-0.40, 0.35, 0.26], [0.02, -0.31, -0.31], [0.04, 0.33, -0.30], [-0.03, 0.18, -0.54], [0.32, 0.08, -0.18], [-0.13, 0.06, -0.05], [-0.03, 0.21, -0.15], [0.25, -0.14, 0.21]],
  "lowdin_charge": [0.51, -0.31, -0.37, 0.06, -0.01, 0.09, -0.02, -0.50, -0.14, -0.13, -0.20, -0.38, -0.07, -0.02, -0.08, 0.01, -0.05, 0.08, 0.06, 0.09, 0.11, 0.12, 0.10, 0.07, 0.12, 0.05, 0.13, -0.01, 0.10, 0.09, 0.07, 0.06, 0.08, 0.08, 0.09, 0.11, -0.10, -0.18, -0.22, -0.21, -0.08, -0.19, -0.17, -0.24, -0.07, 0.08, 0.10, 0.07, 0.13, 0.13, 0.12, 0.13, 0.08, 0.13, 0.13, 0.11, 0.13, 0.09, 0.06, 0.10, -0.13, -0.17, -0.23, -0.20, -0.04, -0.18, -0.22, -0.22, -0.09, 0.10, 0.09, 0.06, 0.09, 0.12, 0.12, 0.09, 0.11, 0.11, 0.11, 0.12, 0.10, 0.09, 0.09, 0.09, -0.12, -0.21, -0.20, -0.22, -0.03, -0.18, -0.15, -0.26, -0.19, 0.08, 0.08, 0.08, 0.12, 0.12, 0.12, 0.11, 0.10, 0.10, 0.12, 0.10, 0.15, 0.13, 0.10, -0.06, -0.10, -0.19, -0.22, -0.27, -0.02, -0.19, -0.24, -0.17, -0.09, 0.09, 0.09, 0.08, 0.12, 0.13, 0.09, 0.08, 0.11, 0.08, 0.12, 0.10, 0.13, 0.09, 0.08, 0.09]
}